No. 1
{
  "formula": "C16H22F3N2O3P",
  "method": "ωB97M-V with the def2-TZVPD basis set",
  "multiplicity": 1,
  "e_homo_ev": -7.38,
  "elements": ["C", "C", "O", "P", "C", "C", "N", "O", "O", "C", "C", "H", "H", "H", "H", "H", "H", "H", "H", "H", "H", "H", "C", "N", "C", "C", "C", "C", "C", "C", "C", "F", "F", "F", "C", "C", "H", "H", "H", "H", "H", "H", "H", "H", "H", "H", "H"],
  "coordinates": [[2.90289, 3.45879, -1.33600], [1.50822, 2.87499, -1.33990], [0.87899, 2.98716, -0.03349], [-0.02731, 1.88108, 0.64348], [-1.71584, 2.53328, 0.54834], [-1.99501, 3.10564, -0.73910], [-2.29620, 3.56576, -1.77301], [0.11895, 0.49084, 0.14777], [0.28599, 2.05219, 2.22633], [1.67828, 2.01902, 2.69194], [1.73172, 1.82132, 4.18794], [3.28931, 3.40061, -2.35848], [2.93694, 4.51070, -1.02788], [3.59440, 2.89194, -0.70152], [0.89897, 3.38377, -2.09863], [1.55661, 1.80806, -1.58173], [-1.78557, 3.28172, 1.34608], [2.18522, 1.18979, 2.17323], [2.16136, 2.96996, 2.42222], [2.77007, 1.71031, 4.50078], [1.32612, 2.67775, 4.72837], [1.19820, 0.92335, 4.49974], [-5.17302, 2.04261, -0.50742], [-4.97355, 1.47254, 0.83199], [-6.22205, 0.92170, 1.40639], [-3.81008, 1.32878, 1.40855], [-3.66994, 0.70705, 2.69671], [-4.17221, -0.58222, 3.01621], [-4.06866, -1.06877, 4.30292], [-3.39157, -0.32712, 5.26813], [-3.31294, -0.89332, 6.64831], [-2.21941, -0.45555, 7.33386], [-4.42505, -0.55670, 7.37990], [-3.24096, -2.26269, 6.61080], [-2.78467, 0.89018, 4.95779], [-2.89618, 1.36877, 3.67109], [-6.19937, 1.84187, -0.81248], [-5.02059, 3.12801, -0.54288], [-4.49116, 1.58367, -1.23137], [-7.07021, 1.33954, 0.85678], [-6.23125, -0.17127, 1.27891], [-6.32062, 1.15824, 2.47349], [-2.76075, 1.67795, 0.90584], [-4.63704, -1.19369, 2.25620], [-4.53247, -2.01201, 4.58092], [-2.25309, 1.45927, 5.71850], [-2.41188, 2.30257, 3.39987]],
  "forces_ev_per_angstrom": [[0.30, 0.07, 0.13], [-0.04, -0.46, 0.09], [1.07, 0.44, -0.49], [-1.59, -0.62, 0.29], [2.49, 0.76, -0.46], [-0.34, 0.58, -0.77], [0.35, -0.76, 1.36], [0.39, 0.77, 0.01], [0.64, 0.28, -0.16], [-0.34, -0.13, -0.57], [-0.16, -0.02, 0.10], [-0.03, 0.04, 0.07], [-0.18, -0.22, -0.03], [-0.22, 0.07, -0.02], [-0.14, -0.10, 0.43], [-0.08, 0.15, -0.08], [-0.14, 0.16, -0.24], [-0.09, 0.28, 0.15], [-0.18, -0.29, -0.09], [0.07, 0.00, -0.07], [-0.10, -0.01, -0.08], [-0.05, 0.00, -0.08], [0.42, 0.18, -0.78], [0.25, -0.53, 0.91], [-0.34, -0.06, 0.22], [-2.59, -1.20, -0.57], [0.09, -1.08, 1.38], [0.03, 0.79, -0.14], [0.12, 0.07, 0.05], [0.20, 0.17, -0.08], [0.08, -0.40, 0.74], [-0.93, -0.30, -0.40], [0.98, -0.42, -0.39], [-0.16, 1.15, 0.30], [-0.24, -0.54, 0.36], [-0.32, 0.51, -0.80], [0.22, -0.02, -0.03], [0.13, -0.30, 0.27], [-0.07, 0.16, 0.23], [0.19, -0.08, 0.31], [-0.10, 0.47, 0.02], [0.16, -0.07, -0.33], [0.25, 0.69, -0.45], [-0.10, 0.06, 0.00], [0.24, 0.10, -0.16], [-0.03, -0.23, -0.22], [-0.08, -0.09, 0.07]]
}

=====

No. 2
{
  "formula": "C16H22F6N10O2PdSe",
  "method": "ωB97M-V with the def2-TZVPD basis set",
  "multiplicity": 1,
  "de_lowest_kj_mol": 0.00,
  "e_homo_ev": -8.23,
  "elements": ["Pd", "C", "C", "O", "C", "F", "F", "F", "C", "F", "F", "F", "H", "H", "H", "N", "N", "N", "C", "N", "N", "H", "H", "H", "N", "C", "N", "C", "N", "C", "N", "C", "C", "N", "C", "C", "Se", "H", "H", "H", "H", "H", "H", "H", "H", "C", "C", "C", "O", "C", "H", "H", "H", "H", "H", "H", "H", "H"],
  "coordinates": [[-0.07012, -0.90509, -0.18373], [2.98969, 0.19020, 2.81884], [2.09254, -0.80149, 2.08272], [1.38050, -0.17439, 1.09322], [3.03397, -1.86794, 1.45993], [2.38871, -2.76982, 0.71872], [3.91197, -1.24762, 0.62740], [3.77147, -2.52595, 2.36434], [1.13320, -1.50616, 3.13955], [1.25869, -0.96132, 4.36697], [1.34348, -2.82167, 3.27330], [-0.15446, -1.35209, 2.79520], [3.61270, 0.69422, 2.08302], [3.61931, -0.30399, 3.55689], [2.37492, 0.93327, 3.32155], [4.91666, 0.12782, -2.09194], [3.57957, -0.23318, -2.14016], [3.18766, -1.38474, -2.63450], [1.87384, -1.26720, -2.50156], [1.51923, -0.09215, -1.95395], [2.65025, 0.56324, -1.73149], [5.45098, -0.72641, -2.17603], [5.07550, 0.58965, -1.20573], [1.17428, -2.02766, -2.80618], [-0.64518, -2.85188, -0.07999], [-0.59343, -3.79670, 0.62402], [-0.50613, -4.87562, 1.26519], [-1.26192, -5.29332, 2.27103], [-1.88593, -5.72985, 3.14245], [-3.42096, 2.33733, -2.17838], [-3.93490, 1.20409, -1.41273], [-5.14490, 1.16750, -0.74390], [-5.21638, -0.03160, -0.13834], [-4.05585, -0.71745, -0.45275], [-3.71527, -2.05549, 0.03433], [-3.27573, 0.04762, -1.23073], [-1.62393, -0.31781, -2.03568], [-3.98848, 3.22268, -1.90574], [-3.51455, 2.15262, -3.24647], [-2.36956, 2.47372, -1.93894], [-5.83888, 1.98874, -0.76539], [-5.98495, -0.46770, 0.47534], [-4.50774, -2.38639, 0.69964], [-2.77367, -2.02653, 0.56239], [-3.61401, -2.74181, -0.80256], [-1.44258, 2.26494, 2.97955], [-0.17435, 2.59500, 2.17633], [-0.61359, 2.36482, 0.74299], [-1.48335, 1.22905, 0.82439], [-2.25834, 1.38202, 2.01890], [-1.99972, 3.16752, 3.23067], [-1.21130, 1.74398, 3.90718], [0.61524, 1.87972, 2.39829], [0.19321, 3.60663, 2.34848], [0.20583, 2.11836, 0.07159], [-1.17213, 3.22604, 0.35213], [-2.45972, 0.38565, 2.41033], [-3.21340, 1.85790, 1.76951]],
  "forces_ev_per_angstrom": [[-0.18, 1.50, -0.56], [0.01, 0.24, -0.05], [-0.16, -0.21, 0.06], [-0.17, -1.32, 0.21], [-0.03, 0.14, -0.18], [-0.08, -0.05, -0.01], [-0.03, -0.05, 0.01], [0.05, 0.04, 0.03], [-0.01, 0.11, -0.16], [0.00, -0.07, -0.02], [0.02, 0.06, -0.02], [-0.02, 0.03, 0.01], [0.00, 0.00, 0.01], [-0.01, 0.02, 0.01], [0.03, -0.02, 0.01], [-0.18, 0.15, -0.27], [0.35, -0.01, 0.06], [-0.05, 0.13, 0.05], [-0.10, 0.13, -0.07], [0.32, -0.08, 0.06], [-0.36, -0.15, -0.02], [0.04, -0.06, 0.13], [0.05, -0.10, 0.10], [0.02, 0.00, 0.06], [0.26, 0.02, 0.31], [-0.20, 0.10, 0.25], [0.19, -0.39, 0.15], [-0.02, 0.33, -0.31], [0.06, 0.04, -0.06], [-0.07, -0.15, 0.10], [-0.06, 0.37, -0.11], [0.14, 0.12, -0.16], [0.15, -0.26, 0.02], [-0.06, -0.17, 0.25], [-0.18, 0.15, -0.16], [0.05, -0.05, 0.03], [-0.01, -0.59, 0.20], [-0.02, 0.00, 0.01], [-0.03, -0.01, -0.01], [0.02, 0.01, 0.04], [0.04, -0.01, -0.01], [0.06, 0.01, 0.00], [-0.02, 0.00, -0.02], [0.16, 0.05, 0.12], [0.01, 0.00, -0.05], [0.04, -0.04, -0.02], [0.02, -0.01, 0.01], [-0.14, -0.10, 0.11], [0.04, 0.20, 0.01], [0.03, -0.05, -0.04], [0.01, 0.01, 0.01], [0.00, 0.01, -0.01], [0.00, 0.04, 0.02], [-0.01, -0.03, 0.02], [0.00, -0.01, -0.06], [0.01, 0.04, -0.04], [0.04, -0.03, 0.00], [-0.03, -0.01, -0.03]]
}

=====

No. 3
{
  "formula": "C16H22N2O6",
  "method": "ωB97M-V with the def2-TZVPD basis set",
  "multiplicity": 1,
  "smiles": "C[C@H]1COC(=O)O1.C[C@H]1COC(=O)O1.c1cc[nH]c1.c1cc[nH]c1",
  "de_lowest_kj_mol": 340.40,
  "e_homo_ev": -8.79,
  "elements": ["C", "C", "C", "O", "C", "O", "O", "H", "H", "H", "H", "H", "H", "C", "C", "C", "O", "C", "O", "O", "H", "H", "H", "H", "H", "H", "C", "C", "C", "N", "C", "H", "H", "H", "H", "H", "C", "C", "C", "N", "C", "H", "H", "H", "H", "H"],
  "coordinates": [[-3.76402, -9.70408, 6.74192], [-2.27902, -9.66849, 6.22352], [-1.72664, -8.30766, 5.80828], [-0.53624, -8.18120, 6.56206], [-0.25184, -9.27537, 7.33826], [0.77836, -9.38804, 8.03820], [-1.36886, -10.12030, 7.28343], [-4.54054, -9.17979, 6.18492], [-3.96090, -9.30293, 7.73611], [-3.99311, -10.76027, 6.88363], [-2.11483, -10.28527, 5.33993], [-2.51092, -7.57868, 6.01222], [-1.43145, -8.36667, 4.76068], [-7.94124, -11.55209, -1.10480], [-8.99393, -12.52069, -1.79248], [-8.78165, -14.03536, -1.69826], [-9.94406, -14.59962, -1.22414], [-10.79630, -13.61665, -0.82181], [-11.88687, -13.79770, -0.26311], [-10.19869, -12.39066, -1.07275], [-7.18229, -11.29219, -1.84273], [-7.55856, -11.95487, -0.16702], [-8.42314, -10.62083, -0.80708], [-9.34553, -12.14553, -2.75360], [-7.97481, -14.26631, -1.00272], [-8.39331, -14.51227, -2.59817], [-3.71789, -5.47501, -2.56927], [-4.45938, -6.70214, -2.91551], [-5.34310, -6.30390, -3.89435], [-5.28182, -4.94028, -4.09302], [-4.15656, -4.44781, -3.36117], [-2.96344, -5.36803, -1.80392], [-4.35583, -7.68032, -2.46958], [-6.16290, -6.83262, -4.35780], [-6.02092, -4.40368, -4.52418], [-3.84471, -3.41663, -3.43735], [-3.52584, -8.28247, 2.73814], [-4.50884, -9.32198, 2.56575], [-4.80952, -9.57466, 1.24304], [-3.96300, -8.70770, 0.52971], [-3.23270, -7.92231, 1.41471], [-3.20666, -7.82035, 3.66062], [-5.00074, -9.78897, 3.40619], [-5.53610, -10.13718, 0.67554], [-4.11430, -8.64196, -0.46673], [-2.64712, -7.14189, 0.95164]],
  "forces_ev_per_angstrom": [[0.87, -0.69, 0.46], [-0.61, 0.15, 0.65], [-0.13, -1.04, 0.19], [1.00, 0.13, 0.74], [1.12, 0.14, 1.87], [-4.38, 0.06, -2.97], [1.22, 0.75, -0.39], [0.42, -0.31, -0.87], [0.98, 0.32, 0.25], [-0.41, -0.01, -0.41], [-0.45, -0.68, 0.40], [0.67, 0.67, 0.07], [-0.22, 0.51, 0.04], [-1.02, -0.75, -0.92], [0.02, 1.05, 0.76], [2.98, 0.27, -0.45], [-1.93, 0.06, 0.21], [-2.13, 0.26, 1.69], [3.80, 0.74, -2.13], [-2.34, -1.14, 1.66], [0.32, -0.19, 0.30], [0.27, -0.36, -0.30], [-0.33, -0.04, -0.33], [1.07, -0.19, -0.57], [0.02, 0.23, 0.49], [-0.73, 0.08, -0.42], [-0.30, -0.88, -0.50], [0.40, 2.13, -0.33], [-0.97, 0.27, 0.81], [2.18, -0.36, 0.54], [-2.04, -0.76, -0.05], [0.15, -0.14, -0.22], [0.04, 0.11, -0.28], [0.17, -0.19, 0.01], [0.52, -0.07, -0.13], [-0.15, -0.13, 0.12], [-0.84, -0.59, -2.84], [-0.69, -0.40, 0.95], [1.83, 1.84, 0.18], [-1.02, -0.68, 1.31], [-0.40, -0.19, -0.42], [0.04, -0.11, -0.33], [-0.05, -0.16, -0.06], [0.10, -0.25, 0.49], [0.69, 0.58, 0.26], [0.24, -0.02, 0.43]]
}

=====

No. 4
{
  "formula": "C16H22N4O2",
  "method": "ωB97M-V with the def2-TZVPD basis set",
  "multiplicity": 1,
  "smiles": "[H]/N=C/CCOC=O.c1cc[nH]c1.c1cc[nH]c1.c1cc[nH]c1",
  "de_lowest_kj_mol": 326.64,
  "e_homo_ev": -8.16,
  "elements": ["H", "N", "C", "C", "C", "O", "C", "O", "H", "H", "H", "H", "H", "H", "C", "C", "C", "N", "C", "H", "H", "H", "H", "H", "C", "C", "C", "N", "C", "H", "H", "H", "H", "H", "C", "C", "C", "N", "C", "H", "H", "H", "H", "H"],
  "coordinates": [[3.94289, 2.55060, -2.87586], [3.21803, 3.07111, -3.37084], [2.09506, 2.90694, -2.80831], [0.83714, 3.55124, -3.36982], [-0.37526, 3.48668, -2.42743], [-1.44294, 2.64945, -2.92077], [-1.09329, 1.34132, -3.02105], [-0.92054, 0.63202, -2.08309], [1.98110, 2.28416, -1.90406], [0.61717, 3.04998, -4.32121], [1.06413, 4.59565, -3.62254], [-0.08376, 3.10761, -1.43521], [-0.81040, 4.48031, -2.28488], [-0.99487, 0.98220, -4.05853], [-2.83063, -2.77281, -2.13274], [-3.00115, -4.17199, -1.94098], [-2.03672, -4.58242, -1.06216], [-1.29426, -3.48502, -0.71481], [-1.77062, -2.37471, -1.36285], [-3.42148, -2.13098, -2.76503], [-3.74563, -4.80300, -2.39705], [-1.81731, -5.55457, -0.65522], [-0.51386, -3.49784, -0.08498], [-1.32052, -1.40389, -1.23576], [-2.29942, -1.08035, 4.35332], [-2.90647, -1.53972, 3.15300], [-1.90373, -1.83786, 2.26901], [-0.71315, -1.56754, 2.89222], [-0.94454, -1.11272, 4.16319], [-2.80046, -0.76580, 5.25359], [-3.96126, -1.64274, 2.96038], [-1.94409, -2.20998, 1.26080], [0.19552, -1.68562, 2.48193], [-0.13020, -0.85304, 4.81849], [4.23262, 0.69213, 1.90514], [3.17133, -0.12356, 2.38476], [2.05993, 0.67109, 2.48836], [2.40972, 1.93181, 2.09296], [3.73147, 1.95547, 1.73931], [5.24778, 0.38757, 1.71364], [3.22344, -1.17189, 2.62984], [1.05619, 0.45396, 2.81213], [1.79158, 2.72196, 2.07724], [4.20146, 2.86476, 1.40583]],
  "forces_ev_per_angstrom": [[-0.04, 0.06, -0.05], [-0.27, -0.05, 0.19], [0.12, 0.01, -0.05], [0.19, -0.02, 0.08], [0.01, 0.10, 0.48], [0.41, 0.21, -0.51], [-0.18, -0.02, -0.17], [0.27, -0.10, 0.35], [-0.10, 0.11, -0.19], [-0.08, 0.16, 0.15], [0.01, -0.29, 0.03], [-0.02, 0.12, -0.22], [-0.06, -0.32, -0.11], [-0.25, 0.10, 0.05], [-0.03, 0.01, 0.00], [-0.01, 0.01, -0.03], [0.03, 0.00, 0.04], [0.00, -0.02, -0.09], [0.05, -0.07, 0.00], [0.00, 0.00, 0.01], [0.00, 0.00, 0.00], [-0.01, 0.00, 0.00], [0.02, -0.02, -0.05], [-0.02, -0.11, 0.00], [-0.02, 0.00, 0.01], [-0.04, -0.03, -0.01], [0.00, 0.11, 0.18], [0.03, -0.09, -0.06], [0.04, 0.03, -0.03], [0.00, 0.00, 0.00], [0.00, 0.00, 0.00], [-0.04, 0.04, 0.03], [-0.02, -0.01, 0.00], [-0.01, 0.00, 0.00], [0.01, 0.00, 0.01], [-0.02, -0.02, -0.02], [-0.03, 0.02, 0.02], [0.01, 0.01, -0.02], [-0.03, 0.01, -0.03], [0.00, 0.00, 0.00], [0.01, 0.00, 0.01], [-0.01, 0.04, 0.01], [0.00, -0.01, 0.02], [0.01, 0.00, 0.00]]
}

=====

No. 5
{
  "formula": "C16H22N4O2S",
  "method": "ωB97M-V with the def2-TZVPD basis set",
  "multiplicity": 1,
  "de_lowest_kj_mol": 166.33,
  "e_homo_ev": -9.29,
  "elements": ["C", "C", "C", "C", "C", "N", "C", "O", "N", "C", "C", "C", "C", "N", "C", "O", "C", "C", "C", "C", "C", "N", "S", "H", "H", "H", "H", "H", "H", "H", "H", "H", "H", "H", "H", "H", "H", "H", "H", "H", "H", "H", "H", "H", "H"],
  "coordinates": [[-1.61586, -2.48710, -2.48187], [-0.54057, -2.07195, -1.48895], [-0.23622, -0.55235, -1.48244], [0.19770, -0.04157, -2.85788], [-1.43636, 0.17876, -1.04601], [-2.36722, 0.75371, -0.69551], [0.90737, -0.33167, -0.46910], [2.06188, -0.26620, -0.83845], [0.53778, -0.27438, 0.83151], [1.52947, -0.18535, 1.89097], [0.97702, 0.59335, 3.04671], [0.92683, 0.19853, 4.31450], [1.46406, -1.09336, 4.87018], [0.47659, -2.12377, 5.26724], [-0.31220, -2.67052, 4.19924], [-0.14879, -3.80359, 3.83795], [-1.49637, -1.85977, 3.71000], [-2.14933, -2.34629, 2.45285], [-3.04366, -1.63636, 1.70217], [-3.54129, -2.41280, 0.61735], [-4.57884, -1.94515, -0.35368], [-3.04205, -3.62307, 0.53271], [-1.97070, -3.89717, 1.75027], [-1.88742, -3.52885, -2.31610], [-2.52060, -1.88959, -2.35474], [-1.27889, -2.38177, -3.51307], [-0.83681, -2.37214, -0.48125], [0.40220, -2.57816, -1.70947], [0.48020, 1.00848, -2.80748], [1.06307, -0.61155, -3.18918], [-0.61205, -0.15329, -3.57617], [-0.43137, -0.41532, 1.07650], [1.85919, -1.18316, 2.18653], [2.39589, 0.32283, 1.46503], [0.56567, 1.56432, 2.78535], [0.46866, 0.86837, 5.03798], [2.15436, -1.56681, 4.17396], [2.04649, -0.87476, 5.76594], [-0.16594, -1.69564, 5.93089], [-2.22087, -1.90328, 4.53433], [-1.22537, -0.80944, 3.61538], [-3.34855, -0.61939, 1.90850], [-4.31665, -0.96855, -0.76088], [-4.68288, -2.66619, -1.16152], [-5.54414, -1.84616, 0.14667]],
  "forces_ev_per_angstrom": [[0.00, 0.00, 0.00], [0.00, 0.00, 0.00], [-0.01, -0.01, 0.01], [0.00, 0.00, 0.00], [0.01, 0.04, -0.03], [-0.01, -0.02, 0.01], [0.00, 0.00, -0.01], [0.00, 0.00, 0.00], [0.00, 0.01, 0.01], [0.00, 0.00, 0.00], [0.00, 0.00, 0.00], [0.00, 0.00, -0.01], [0.30, -0.31, -0.07], [-0.27, 0.52, -0.06], [-0.42, -0.38, 0.52], [0.39, 0.18, -0.38], [0.00, -0.01, -0.01], [0.00, 0.01, 0.00], [0.00, 0.00, 0.00], [0.00, 0.00, 0.00], [0.00, 0.00, 0.00], [0.00, 0.00, 0.00], [0.00, 0.00, 0.00], [0.00, 0.00, 0.00], [0.00, 0.00, 0.00], [0.00, 0.00, 0.00], [0.00, 0.00, 0.00], [0.00, 0.00, 0.00], [0.00, 0.00, 0.00], [0.00, 0.00, 0.00], [0.00, 0.00, 0.00], [0.00, 0.00, 0.00], [0.00, 0.00, 0.00], [0.00, 0.00, 0.00], [0.00, 0.00, 0.00], [0.00, 0.00, 0.00], [0.00, 0.00, 0.00], [0.00, 0.00, 0.00], [0.00, 0.01, 0.00], [0.00, 0.00, 0.00], [0.00, 0.00, 0.00], [0.00, 0.00, 0.00], [0.00, 0.00, 0.00], [0.00, 0.00, 0.00], [0.00, 0.00, 0.00]]
}

=====

| no. | electronic energy (a.u.) |
| --- | --- |
| 1 | -1599.04854 |
| 2 | -4449.34222 |
| 3 | -1183.76153 |
| 4 | -992.30917 |
| 5 | -1390.57856 |